ORCA calculation (ωB97M-V with the def2-TZVPD basis set) on one molecule with the formula C14H22O3S.

- SMILES = CCCCSCc1cc(C(=O)O)oc1C(C)(C)C
- relative energy (zero: lowest compared OMol25 entry of this formula, charge and spin) (eV) = 0.041
- maximum force (eV/Å) = 1.13
- E_tot (eV) = -31853.0990
- E_HOMO (eV) = -8.608

Each line ends with the natural charge from an NBO analysis.
Positions of all 40 atoms, in Å:
1 C 3.726 1.612 2.006  -0.61
2 C 2.617 1.711 0.966  -0.41
3 C 3.109 1.467 -0.459  -0.41
4 C 3.598 0.048 -0.710  -0.52
5 S 2.420 -1.260 -0.239  0.17
6 C 1.060 -1.043 -1.469  -0.54
7 C -0.135 -0.377 -0.893  -0.14
8 C -0.433 0.998 -1.040  -0.21
9 C -1.588 1.230 -0.343  0.10
10 C -2.359 2.460 -0.140  0.74
11 O -2.048 3.521 -0.611  -0.56
12 O -3.458 2.314 0.624  -0.66
13 O -2.015 0.070 0.220  -0.42
14 C -1.144 -0.901 -0.108  0.35
15 C -1.451 -2.292 0.382  -0.09
16 C -2.689 -2.250 1.284  -0.60
17 C -0.269 -2.847 1.182  -0.59
18 C -1.746 -3.199 -0.821  -0.59
19 H 4.546 2.283 1.756  0.20
20 H 4.113 0.598 2.067  0.20
21 H 3.346 1.886 2.987  0.21
22 H 2.170 2.707 1.008  0.21
23 H 1.834 0.988 1.203  0.21
24 H 2.300 1.696 -1.155  0.20
25 H 3.936 2.147 -0.682  0.21
26 H 3.849 -0.100 -1.762  0.22
27 H 4.478 -0.176 -0.109  0.23
28 H 0.831 -2.047 -1.824  0.23
29 H 1.470 -0.455 -2.287  0.23
30 H 0.111 1.732 -1.598  0.24
31 H -3.556 1.399 0.924  0.49
32 H -2.908 -3.250 1.650  0.21
33 H -2.520 -1.601 2.140  0.21
34 H -3.557 -1.888 0.737  0.21
35 H -0.038 -2.198 2.023  0.22
36 H -0.518 -3.834 1.565  0.21
37 H 0.622 -2.932 0.568  0.21
38 H -0.871 -3.308 -1.456  0.21
39 H -2.036 -4.187 -0.471  0.21
40 H -2.558 -2.792 -1.419  0.21

---

ORCA calculation (ωB97M-V with the def2-TZVPD basis set) on C3H5N2S as an isolated structure.

- total charge = +1
- relative energy (zero: lowest compared OMol25 entry of this formula, charge and spin) (eV) = 4.653
- maximum force (eV/Å) = 3.95
- E_tot (eV) = -16995.6114
- E_HOMO (alpha / beta) (eV) = -14.984 / -15.535

Each line ends with the natural charge from an NBO analysis.
Positions of all 11 atoms, in Å:
1 C -0.096 1.055 -0.180  0.36
2 C -0.482 0.977 1.250  -0.72
3 C 0.327 -0.225 -0.758  -0.69
4 N -0.442 3.276 -0.193  0.15
5 N -0.117 2.250 -0.689  -0.12
6 S -1.314 2.482 1.736  0.54
7 H -1.065 0.194 1.713  0.33
8 H 0.410 0.839 1.749  0.32
9 H 0.134 -1.099 -0.119  0.26
10 H 1.340 -0.364 -0.866  0.28
11 H -0.228 -0.279 -1.681  0.28

---

ORCA calculation (ωB97M-V with the def2-TZVPD basis set) on an isolated ion of composition C8H15BrNO and charge +1.

- total charge = +1
- relative energy (zero: lowest compared OMol25 entry of this formula, charge and spin) (eV) = 0.000
- spin multiplicity = 3
- maximum force (eV/Å) = 4.14
- E_tot (eV) = -82105.1045
- E_HOMO (alpha / beta) (eV) = -11.427 / -13.362

Each line ends with the Löwdin spin population.
Positions of all 26 atoms, in Å:
1 C -1.485 -0.322 0.730  0.00
2 C 1.855 -0.773 0.043  1.21
3 C 0.558 1.135 0.307  0.07
4 C -0.941 1.029 0.314  0.01
5 C -1.600 2.040 -0.572  0.00
6 C -1.616 0.806 1.664  0.00
7 C 0.292 0.001 -2.006  0.02
8 C 1.980 -2.851 0.762  0.04
9 N 1.168 0.249 -0.756  0.16
10 O 1.406 -1.917 -0.136  0.41
11 Br -2.756 -1.232 -0.299  0.00
12 H 1.007 2.150 0.329  0.00
13 H 0.870 0.609 1.255  0.02
14 H -2.622 2.041 -0.358  0.00
15 H -1.540 1.913 -1.630  0.00
16 H -1.009 2.965 -0.220  0.00
17 H -0.688 -0.999 1.150  0.00
18 H -2.505 1.251 1.909  0.00
19 H -0.910 0.809 2.628  0.00
20 H -0.823 -0.195 -1.661  0.00
21 H 0.370 0.888 -2.621  0.00
22 H 0.711 -0.894 -2.550  0.00
23 H 1.237 -2.902 1.565  0.00
24 H 3.009 -2.537 1.095  0.01
25 H 2.003 -3.880 0.277  0.00
26 H 2.031 0.616 -1.217  0.03